# 1
Density functional theory data (ωB97M-V/def2-TZVPD) for an isolated molecule of C2HBrN2S2.

Properties
Lowest unoccupied orbital energy: -1.5 eV
HOMO-LUMO gap: 0.2719 Ha
HOMO level: -8.9256 eV
Relative energy (zero: lowest compared OMol25 entry of this formula, charge and spin): 117.9 kcal per mole

The geometry in ORCA input format:
```
! RIJCOSX wB97M-V def2-TZVPD def2/J DEFGRID3
* xyz 0 1
C 0.82 1.14 -0.31
C -1.33 0.76 0.23
N -0.78 3.29 0.54
N -0.09 0.66 0.55
S -2.46 -0.42 0.40
S -1.78 2.64 -0.28
Br 2.61 0.73 0.15
H 0.11 0.26 1.44
*
```

Atom charges from the natural (NBO) analysis, given in e for atoms 1 to 4:
1 C 0.05
2 C -0.12
3 N -0.66
4 N -0.70


# 2
Density functional theory data (ωB97M-V/def2-TZVPD) for an isolated molecule of C2HCl2F.

Properties
Structure (SMILES): FC=C(Cl)Cl
Lowest unoccupied orbital energy: 0.7 eV
HOMO-LUMO gap: 0.3875 Ha
HOMO level: -9.7975 eV
Relative energy (zero: lowest compared OMol25 entry of this formula, charge and spin): 9.4 kcal per mole

The geometry in ORCA input format:
```
! RIJCOSX wB97M-V def2-TZVPD def2/J DEFGRID3
* xyz 0 1
F -0.39 -0.43 -1.80
C -0.60 -0.11 -0.47
C 0.40 0.07 0.36
Cl 0.12 0.56 1.98
Cl 2.02 -0.08 -0.12
H -1.56 -0.01 0.06
*
```

Atom charges from the natural (NBO) analysis, given in e for atoms 1 to 4:
1 F -0.31
2 C 0.18
3 C -0.19
4 Cl 0.06


# 3
Density functional theory data (ωB97M-V/def2-TZVPD) for a cluster of 2 separate species, C2HCl2N in total.

Properties
Lowest unoccupied orbital energy (spin up / spin down): -0.9 / -0.9 eV
HOMO-LUMO gap (spin up / spin down): 0.3193 / 0.3193 Ha
HOMO level (spin up / spin down): -9.6230 / -9.6221 eV
Relative energy (zero: lowest compared OMol25 entry of this formula, charge and spin): 131.9 kcal per mole

The geometry in ORCA input format:
```
! RIJCOSX wB97M-V def2-TZVPD def2/J DEFGRID3
* xyz 0 1
C 1.33 -0.82 0.01
C 0.24 -1.25 0.14
N -1.80 1.64 0.05
Cl -0.93 2.93 -0.04
Cl -1.23 -1.94 -0.02
H 2.40 -0.57 -0.15
*
```

Atom charges from the natural (NBO) analysis, given in e for atoms 1 to 4:
1 C -0.26
2 C -0.13
3 N -0.31
4 Cl 0.31


# 4
Density functional theory data (ωB97M-V/def2-TZVPD) for an isolated molecule of C2HCl2N.

Properties
Structure (SMILES): N#CC(Cl)Cl
Lowest unoccupied orbital energy: 0.1 eV
HOMO-LUMO gap: 0.4371 Ha
HOMO level: -11.7792 eV
Relative energy (zero: lowest compared OMol25 entry of this formula, charge and spin): 10.5 kcal per mole

The geometry in ORCA input format:
```
! RIJCOSX wB97M-V def2-TZVPD def2/J DEFGRID3
* xyz 0 1
N -0.26 -0.19 -2.76
C -0.40 -0.05 -1.64
C -0.77 0.07 -0.28
Cl -1.67 1.54 0.28
Cl -1.60 -1.47 0.08
H 0.03 0.33 0.35
*
```

Atom charges from the natural (NBO) analysis, given in e for atoms 1 to 4:
1 N -0.22
2 C 0.21
3 C -0.30
4 Cl 0.01


# 5
Density functional theory data (ωB97M-V/def2-TZVPD) for an isolated molecule of C2HCl2NS.

Properties
Lowest unoccupied orbital energy (spin up / spin down): 0.4 / -4.2 eV
HOMO-LUMO gap (spin up / spin down): 0.2953 / 0.2403 Ha
HOMO level (spin up / spin down): -7.5976 / -10.7023 eV
Relative energy (zero: lowest compared OMol25 entry of this formula, charge and spin): 24.7 kcal per mole

The geometry in ORCA input format:
```
! RIJCOSX wB97M-V def2-TZVPD def2/J DEFGRID3
* xyz 0 3
C 1.36 -1.89 0.07
C -0.14 0.22 -0.93
N 1.28 -2.24 1.13
S 1.44 -1.23 -1.52
Cl -1.09 0.22 -2.38
Cl 0.59 1.88 -0.68
H -0.62 -0.04 0.00
*
```

Atom charges from the natural (NBO) analysis, given in e for atoms 1 to 4:
1 C -0.01
2 C -0.39
3 N -0.23
4 S 0.48


# 6
Density functional theory data (ωB97M-V/def2-TZVPD) for a structure of composition C2HCl3O2S.

Properties
Lowest unoccupied orbital energy (spin up / spin down): 0.1 / -3.6 eV
HOMO-LUMO gap (spin up / spin down): 0.3437 / 0.2888 Ha
HOMO level (spin up / spin down): -9.2137 / -11.4403 eV
Relative energy (zero: lowest compared OMol25 entry of this formula, charge and spin): 0.6 kcal per mole

The geometry in ORCA input format:
```
! RIJCOSX wB97M-V def2-TZVPD def2/J DEFGRID3
* xyz 0 3
C -0.53 -0.03 0.32
C -0.12 0.79 -0.84
O 0.18 -1.55 2.39
O 0.68 -2.36 0.09
S 0.49 -1.28 1.00
Cl -1.53 1.28 -1.66
Cl 0.84 2.33 -0.49
Cl 0.95 -0.10 -1.95
H -0.97 0.93 1.15
*
```

Atom charges from the natural (NBO) analysis, given in e for atoms 1 to 4:
1 C -0.38
2 C -0.21
3 O -0.82
4 O -0.82


# 7
Density functional theory data (ωB97M-V/def2-TZVPD) for a cluster of 2 separate species, C2HCl3OS in total.

Properties
Lowest unoccupied orbital energy (spin up / spin down): 0.2 / -2.5 eV
HOMO-LUMO gap (spin up / spin down): 0.2293 / 0.2630 Ha
HOMO level (spin up / spin down): -6.0740 / -9.6343 eV
Relative energy (zero: lowest compared OMol25 entry of this formula, charge and spin): 58.2 kcal per mole

The geometry in ORCA input format:
```
! RIJCOSX wB97M-V def2-TZVPD def2/J DEFGRID3
* xyz 0 3
C -0.65 -1.94 -1.35
C -1.08 -2.34 -0.30
O 0.43 3.01 0.62
S 0.29 1.55 1.30
Cl -0.18 -1.16 -2.70
Cl -1.53 -3.09 1.08
Cl 1.64 0.42 0.29
H 1.09 3.56 1.06
*
```

Atom charges from the natural (NBO) analysis, given in e for atoms 1 to 4:
1 C -0.13
2 C -0.14
3 O -0.86
4 S 0.68


# 8
Density functional theory data (ωB97M-V/def2-TZVPD) for a cluster of 2 separate species, C2HClF2O2S in total.

Properties
Lowest unoccupied orbital energy: -0.9 eV
HOMO-LUMO gap: 0.2938 Ha
HOMO level: -8.9224 eV
Relative energy (zero: lowest compared OMol25 entry of this formula, charge and spin): 0.0 kcal per mole

The geometry in ORCA input format:
```
! RIJCOSX wB97M-V def2-TZVPD def2/J DEFGRID3
* xyz 0 1
C -2.52 0.56 -0.25
C -3.74 0.11 0.33
O -2.06 1.31 -0.98
O 0.36 -0.74 -0.79
F -3.67 -0.65 1.48
F -4.50 1.26 0.70
S -0.75 -1.21 0.37
Cl -4.53 -0.84 -0.89
H 1.00 -0.08 -0.65
*
```

Atom charges from the natural (NBO) analysis, given in e for atoms 1 to 4:
1 C 0.58
2 C 0.49
3 O -0.37
4 O -0.87